[1]
Entry from the OMol25 dataset: a cluster of 10 separate species, C31H88N6O13 in total (ωB97M-V with the def2-TZVPD basis set).

Geometry (Å):
C -0.617 -5.124 0.813
O -0.501 -6.298 1.679
C -0.381 -7.535 0.902
C -0.336 -8.734 1.903
C 1.029 -8.935 2.607
N -0.516 -9.975 1.201
H -1.566 -5.133 0.278
H 0.124 -5.111 0.013
H -0.526 -4.246 1.453
H -1.267 -7.475 0.269
H 0.496 -7.539 0.255
H -1.022 -8.556 2.732
H 0.921 -9.848 3.191
H 1.204 -8.159 3.353
H 1.912 -8.987 1.969
H -1.351 -9.854 0.646
H -0.759 -10.709 1.851
C 2.999 0.376 -3.310
O 4.153 -0.378 -3.616
C 5.265 0.075 -2.801
C 5.134 0.101 -1.227
C 5.989 1.150 -0.508
N 5.443 -1.255 -0.726
H 2.524 -0.065 -2.434
H 2.357 0.494 -4.183
H 3.200 1.385 -2.951
H 6.115 -0.568 -3.032
H 5.496 1.040 -3.251
H 4.078 0.264 -1.008
H 5.559 2.065 -0.916
H 6.990 1.071 -0.931
H 5.834 1.114 0.570
H 5.226 -1.984 -1.389
H 6.450 -1.323 -0.730
C 3.730 6.640 2.244
O 3.715 5.347 1.581
C 2.398 5.242 1.092
C 2.301 3.963 0.274
C 3.217 4.011 -1.001
N 0.952 3.688 -0.034
H 4.691 6.789 2.736
H 2.988 6.669 3.043
H 3.643 7.540 1.636
H 1.697 5.245 1.926
H 2.058 6.070 0.470
H 2.518 3.108 0.914
H 4.204 4.256 -0.608
H 2.786 4.739 -1.689
H 3.283 3.054 -1.519
H 0.862 2.698 -0.208
H 0.781 4.100 -0.940
C 0.159 3.654 -3.781
O 0.249 4.474 -2.639
C 0.492 5.844 -2.981
C -0.658 6.659 -3.750
C -0.455 8.184 -3.700
N -1.985 6.415 -3.232
H -0.716 3.943 -4.362
H 0.175 2.613 -3.456
H 1.011 3.811 -4.443
H 0.771 6.314 -2.038
H 1.455 5.959 -3.480
H -0.639 6.401 -4.809
H -0.918 8.619 -4.586
H 0.573 8.511 -3.854
H -0.834 8.626 -2.778
H -2.180 5.426 -3.286
H -1.967 6.603 -2.240
C -5.642 4.762 -0.155
O -5.387 3.369 0.106
C -4.577 3.083 1.224
C -4.381 1.547 1.181
C -5.640 0.742 1.295
N -3.539 1.271 2.282
H -6.453 4.823 -0.880
H -4.765 5.206 -0.627
H -5.945 5.253 0.769
H -3.626 3.599 1.093
H -4.980 3.413 2.181
H -3.819 1.223 0.305
H -5.428 -0.315 1.453
H -6.277 0.856 0.417
H -6.277 1.074 2.115
H -2.616 1.494 1.937
H -3.466 0.264 2.321
C -4.514 -2.748 6.198
O -3.609 -3.023 5.088
C -3.896 -2.209 3.919
C -2.690 -2.285 3.009
C -1.330 -1.816 3.469
N -2.975 -1.492 1.793
H -4.171 -1.900 6.790
H -4.532 -3.584 6.898
H -5.548 -2.587 5.896
H -4.742 -2.611 3.363
H -4.072 -1.190 4.265
H -2.560 -3.324 2.706
H -1.078 -2.141 4.478
H -1.251 -0.728 3.482
H -0.532 -2.191 2.829
H -3.703 -2.013 1.324
H -2.307 -1.688 1.061
O 1.870 -1.735 0.871
C 2.185 -1.020 2.058
C 3.530 -0.248 2.032
O 4.592 -1.119 1.899
H 2.540 -2.401 0.701
H 1.392 -0.297 2.249
H 2.193 -1.735 2.881
H 3.649 0.273 2.982
H 3.682 0.484 1.240
H 4.807 -1.201 0.967
O 2.681 -2.716 -4.136
C 2.145 -3.247 -2.923
C 0.853 -4.078 -3.136
O -0.240 -3.311 -3.647
H 3.380 -2.105 -3.892
H 2.917 -3.867 -2.467
H 1.949 -2.398 -2.268
H 0.511 -4.469 -2.178
H 1.022 -4.950 -3.769
H 0.098 -2.935 -4.462
O -0.661 -1.920 -0.291
C -0.661 -0.767 -1.106
C -0.492 0.586 -0.436
O 0.878 0.744 -0.028
H 0.177 -2.038 0.161
H 0.129 -0.848 -1.852
H -1.486 -0.804 -1.818
H -1.084 0.554 0.478
H -0.832 1.464 -0.986
H 1.190 -0.089 0.332
C -4.722 -2.228 -1.094
O -3.876 -3.064 -0.361
H -4.205 -1.289 -1.289
H -5.051 -2.654 -2.041
H -5.601 -2.013 -0.486
H -3.140 -3.258 -0.946

Calculated values
LUMO level, eV: 0.357
Calculated total energy, a.u.: -2540.31021
Kohn-Sham gap, eV: 8.7
HOMO level, eV: -8.31

=====

[2]
Entry from the OMol25 dataset: a cluster of 23 separate species, C31H91F7O26S in total (ωB97M-V with the def2-TZVPD basis set).

Geometry (Å):
O 6.045 -2.568 -0.623
C 5.437 -1.556 -0.870
C 5.792 -0.646 -1.974
C 5.462 0.643 -1.904
C 4.784 1.159 -0.692
O 4.969 2.268 -0.262
C 3.929 0.145 0.014
S 2.570 0.818 0.931
O 2.911 0.785 2.319
O 2.205 2.057 0.311
C 1.069 -0.329 0.807
F 1.438 -1.585 0.521
F 0.515 -0.290 2.015
C -0.045 0.076 -0.207
F -1.093 -0.723 0.066
F -0.422 1.341 -0.025
C 0.351 -0.160 -1.694
F 1.673 -0.023 -1.843
F -0.238 0.725 -2.476
F 0.019 -1.375 -2.085
C 4.261 -1.143 -0.052
H 6.345 -1.053 -2.809
H 5.719 1.368 -2.662
H 3.726 -1.925 0.468
C 2.037 -4.280 -2.519
O 2.679 -3.151 -1.919
H 2.471 -5.176 -2.088
H 0.966 -4.268 -2.315
H 2.195 -4.289 -3.600
H 2.306 -2.353 -2.303
C 2.130 -5.166 0.995
O 2.697 -4.271 1.953
H 2.531 -6.157 1.203
H 1.045 -5.212 1.072
H 2.406 -4.880 -0.022
H 2.344 -3.391 1.780
C -1.626 -6.408 -2.501
O -0.210 -6.479 -2.669
H -1.827 -5.542 -1.875
H -2.140 -6.285 -3.457
H -2.006 -7.299 -1.997
H -0.007 -7.244 -3.218
C 0.003 4.933 1.346
O 1.420 4.965 1.296
H -0.338 5.721 2.007
H -0.432 5.090 0.355
H -0.343 3.968 1.735
H 1.693 4.250 0.711
C 5.813 1.292 4.505
O 4.480 0.954 4.842
H 6.339 1.499 5.434
H 6.321 0.468 3.993
H 5.854 2.184 3.872
H 4.003 0.739 4.032
C 2.457 3.963 -2.390
O 2.642 2.638 -2.874
H 2.795 4.657 -3.156
H 1.402 4.164 -2.182
H 3.043 4.128 -1.483
H 2.334 2.055 -2.177
C 5.808 -5.887 0.884
O 5.902 -7.076 0.093
H 6.136 -5.050 0.276
H 4.785 -5.698 1.209
H 6.450 -5.956 1.766
H 5.618 -7.814 0.641
C 0.137 -0.684 -5.572
O 1.432 -1.225 -5.352
H -0.360 -0.652 -4.607
H 0.188 0.332 -5.975
H -0.452 -1.311 -6.247
H 1.889 -1.261 -6.201
C -2.577 5.662 4.847
O -2.470 5.188 3.502
H -2.701 6.742 4.804
H -3.439 5.227 5.357
H -1.670 5.427 5.410
H -2.360 4.228 3.543
C 1.922 -1.377 4.569
O 2.227 -2.169 3.421
H 2.159 -0.350 4.317
H 0.860 -1.439 4.823
H 2.524 -1.675 5.429
H 2.030 -3.092 3.624
C 4.143 -7.928 -3.394
O 3.817 -6.998 -2.375
H 3.605 -7.628 -4.292
H 5.214 -7.924 -3.613
H 3.839 -8.945 -3.129
H 4.301 -7.249 -1.578
C -3.959 2.431 4.214
O -2.533 2.512 4.261
H -4.328 3.242 4.840
H -4.331 2.575 3.197
H -4.343 1.489 4.605
H -2.167 1.813 3.711
C -3.411 5.380 -0.032
O -3.769 6.471 0.812
H -4.053 5.401 -0.909
H -2.370 5.472 -0.349
H -3.547 4.430 0.495
H -3.196 6.446 1.591
C -7.796 3.199 5.113
O -7.260 2.148 4.311
H -7.068 3.998 5.115
H -8.735 3.576 4.701
H -7.964 2.875 6.144
H -7.887 1.420 4.303
C -8.928 7.166 5.123
O -7.680 6.490 5.150
H -9.179 7.432 6.149
H -8.877 8.082 4.528
H -9.724 6.528 4.724
H -7.452 6.272 4.236
C 3.358 -1.126 -9.214
O 3.059 -1.667 -7.927
H 2.424 -0.765 -9.636
H 4.063 -0.296 -9.144
H 3.767 -1.895 -9.873
H 3.876 -1.997 -7.540
C 0.698 8.039 4.398
O -0.402 7.903 3.507
H 1.119 9.029 4.239
H 0.382 7.958 5.443
H 1.469 7.292 4.197
H -0.780 7.028 3.641
C 1.335 -3.765 -11.817
O 0.758 -2.803 -10.945
H 1.055 -3.488 -12.830
H 2.427 -3.771 -11.746
H 0.959 -4.771 -11.613
H 0.999 -3.039 -10.043
C -0.952 -8.203 0.584
O -0.449 -6.884 0.414
H -1.395 -8.261 1.574
H -1.722 -8.431 -0.157
H -0.150 -8.943 0.513
H -0.052 -6.830 -0.466
C -6.758 5.361 1.660
O -6.562 4.858 2.981
H -7.821 5.537 1.509
H -6.208 6.294 1.540
H -6.412 4.638 0.918
H -5.613 4.724 3.086
C -3.982 -9.997 2.519
O -4.008 -10.247 1.116
H -3.217 -9.247 2.705
H -4.946 -9.615 2.866
H -3.730 -10.905 3.073
H -4.681 -10.915 0.956
C -2.552 9.547 -1.060
O -2.376 8.254 -1.620
H -2.420 10.267 -1.865
H -3.554 9.667 -0.640
H -1.813 9.752 -0.281
H -2.493 7.617 -0.908

Calculated values
LUMO level, eV: -1.781
Calculated total energy, a.u.: -4288.78983
Kohn-Sham gap, eV: 8.0
HOMO level, eV: -9.79

=====

[3]
Entry from the OMol25 dataset: a cluster of 13 separate species, C31H94N20O13 in total (ωB97M-V with the def2-TZVPD basis set).

Geometry (Å):
C 12.229 -11.744 -17.791
O 12.937 -11.616 -18.793
N 11.239 -12.547 -17.737
N 12.758 -11.264 -16.749
H 10.818 -12.671 -16.827
H 10.959 -13.080 -18.548
H 12.320 -11.366 -15.844
H 13.623 -10.756 -16.860
C 3.905 -9.073 -15.342
O 2.778 -8.962 -15.835
N 4.222 -9.829 -14.269
N 5.059 -8.588 -15.719
H 5.202 -10.008 -14.104
H 3.578 -10.586 -14.092
H 4.902 -7.788 -16.316
H 5.922 -8.715 -15.210
C 8.607 -8.193 -14.727
O 8.481 -6.994 -14.999
N 9.296 -9.043 -15.383
N 8.181 -8.712 -13.649
H 9.613 -8.720 -16.286
H 9.408 -9.962 -14.980
H 7.729 -7.970 -13.134
H 8.439 -9.630 -13.316
C 5.854 -12.170 -11.787
O 6.714 -11.343 -11.882
N 5.890 -13.368 -12.276
N 4.691 -11.831 -11.359
H 5.081 -13.953 -12.116
H 6.842 -13.690 -12.377
H 4.015 -12.575 -11.251
H 4.512 -10.917 -10.970
C 8.295 -12.164 -20.113
O 8.955 -13.155 -19.737
N 8.629 -10.925 -19.916
N 7.081 -12.230 -20.658
H 9.522 -10.641 -19.541
H 7.929 -10.234 -20.149
H 6.576 -11.368 -20.810
H 6.814 -13.161 -20.943
C 3.967 -15.208 -17.677
O 3.118 -15.666 -16.931
N 4.748 -16.048 -18.328
N 4.119 -13.938 -18.099
H 5.528 -15.676 -18.850
H 4.779 -16.996 -17.979
H 4.887 -13.770 -18.733
H 3.416 -13.271 -17.817
C 11.600 -10.122 -12.897
O 12.074 -10.924 -13.672
N 10.435 -10.239 -12.291
N 12.242 -9.000 -12.639
H 10.164 -9.592 -11.565
H 10.063 -11.175 -12.367
H 11.885 -8.496 -11.839
H 13.106 -8.901 -13.152
C 12.873 -16.675 -18.243
C 11.811 -17.666 -18.833
C 10.341 -17.220 -18.979
O 9.616 -18.192 -19.737
C 8.639 -18.883 -19.028
N 12.217 -17.933 -20.241
H 13.131 -15.786 -18.819
H 13.780 -17.243 -18.034
H 12.494 -16.288 -17.297
H 11.728 -18.572 -18.232
H 10.350 -16.219 -19.410
H 9.941 -17.138 -17.968
H 8.162 -19.564 -19.732
H 7.884 -18.152 -18.738
H 9.053 -19.371 -18.146
H 11.545 -18.583 -20.624
H 12.995 -18.572 -20.323
C 7.173 -16.762 -14.811
C 6.745 -18.212 -15.226
C 7.001 -19.300 -14.154
O 8.354 -19.654 -13.976
C 8.733 -19.414 -12.628
N 5.416 -18.149 -15.642
H 7.003 -16.130 -15.682
H 8.215 -16.723 -14.493
H 6.581 -16.350 -13.993
H 7.406 -18.543 -16.028
H 6.513 -20.233 -14.436
H 6.376 -19.006 -13.311
H 8.161 -18.542 -12.314
H 9.772 -19.087 -12.658
H 8.612 -20.302 -12.007
H 5.217 -18.774 -16.410
H 5.285 -17.269 -16.120
C 6.458 -12.284 -15.837
C 7.918 -12.649 -16.140
C 8.864 -13.005 -15.030
O 10.140 -13.439 -15.579
C 11.091 -14.139 -14.772
N 7.712 -13.731 -17.033
H 5.855 -12.222 -16.742
H 6.257 -11.418 -15.206
H 6.025 -13.129 -15.302
H 8.375 -11.808 -16.663
H 8.472 -13.903 -14.553
H 8.980 -12.272 -14.231
H 11.473 -13.477 -13.995
H 11.987 -14.423 -15.323
H 10.635 -15.079 -14.459
H 8.648 -14.103 -17.108
H 7.508 -13.512 -17.998
C 8.390 -14.291 -9.470
C 9.229 -15.236 -10.408
C 9.392 -16.657 -9.802
O 10.240 -17.439 -10.618
C 10.845 -18.587 -10.033
N 8.540 -15.344 -11.729
H 7.384 -14.702 -9.379
H 8.329 -13.258 -9.813
H 8.728 -14.164 -8.442
H 10.189 -14.781 -10.652
H 8.387 -17.077 -9.787
H 9.853 -16.438 -8.839
H 10.159 -19.270 -9.532
H 11.676 -18.596 -9.327
H 11.211 -19.218 -10.843
H 9.057 -16.065 -12.212
H 7.568 -15.538 -11.535
C 5.260 -10.002 -19.060
C 5.006 -9.318 -20.450
C 4.248 -7.968 -20.417
O 3.716 -7.560 -21.682
C 3.195 -6.267 -21.729
N 6.286 -9.251 -21.020
H 6.212 -9.718 -18.610
H 5.345 -11.059 -19.312
H 4.484 -9.889 -18.303
H 4.377 -9.969 -21.056
H 4.883 -7.196 -19.983
H 3.416 -8.087 -19.723
H 2.804 -6.071 -22.727
H 3.843 -5.393 -21.661
H 2.396 -6.315 -20.989
H 6.360 -9.288 -22.026
H 6.732 -8.356 -20.881
C 2.893 -13.970 -13.771
C 2.341 -14.014 -12.279
C 0.982 -14.755 -12.119
O 0.685 -15.085 -10.732
C -0.560 -15.809 -10.628
N 3.430 -14.604 -11.558
H 2.144 -14.076 -14.556
H 3.527 -14.801 -14.080
H 3.407 -13.033 -13.988
H 2.036 -13.038 -11.903
H 0.908 -15.602 -12.802
H 0.217 -14.034 -12.406
H -1.324 -15.233 -11.151
H -0.793 -15.852 -9.564
H -0.304 -16.831 -10.908
H 3.391 -15.560 -11.883
H 3.046 -14.786 -10.642

Calculated values
2S+1: 2
LUMO level (spin up / spin down), eV: 1.806 / 1.764
<S²>: 0.75
Calculated total energy, a.u.: -3310.72040
Kohn-Sham gap (spin up / spin down), eV: 1.4 / 8.1
HOMO level (spin up / spin down), eV: 0.38 / -6.37
Charge: -1